6 unconnected molecules or ions with the total composition C65H145F2NO7P4S2. Source: OMol25; level of theory: ωB97M-V/def2-TZVPD.

```
226
Properties=species:S:1:pos:R:3
C 3.582 4.183 7.348
C 2.248 3.525 7.024
C 1.118 4.459 7.211
C -0.213 3.690 7.028
P -1.731 4.849 7.105
C -1.600 6.275 5.963
C -1.033 5.923 4.614
C -0.443 7.205 3.960
C -1.527 8.085 3.247
C -2.156 5.520 8.742
C -2.960 6.860 8.828
C -3.104 7.356 10.220
C -3.617 8.761 10.467
C -3.162 4.028 6.477
C -4.555 4.637 6.772
C -5.757 3.923 6.105
C -5.543 3.710 4.667
H 3.798 4.884 6.542
H 4.355 3.421 7.249
H 3.677 4.624 8.340
H 2.108 2.725 7.752
H 2.345 3.135 6.011
H 1.021 5.268 6.487
H 1.227 4.883 8.209
H -0.306 2.881 7.753
H -0.246 3.163 6.074
H -1.044 7.026 6.524
H -2.618 6.628 5.801
H -1.727 5.379 3.974
H -0.292 5.123 4.621
H 0.368 7.042 3.250
H 0.141 7.757 4.697
H -2.171 7.643 2.487
H -1.005 8.965 2.871
H -2.173 8.514 4.013
H -1.173 5.759 9.147
H -2.592 4.746 9.375
H -3.942 6.593 8.436
H -2.673 7.598 8.078
H -2.205 7.241 10.826
H -3.672 6.603 10.766
H -4.696 8.798 10.315
H -3.066 9.470 9.849
H -3.522 9.126 11.490
H -3.216 3.042 6.937
H -2.913 4.016 5.416
H -4.578 5.687 6.479
H -4.648 4.566 7.856
H -6.719 4.330 6.415
H -5.838 2.933 6.555
H -4.887 2.841 4.617
H -5.029 4.484 4.098
H -6.535 3.599 4.229
C 1.301 -7.307 -11.285
C -0.029 -6.714 -11.670
C -0.707 -5.720 -10.688
C -1.027 -6.345 -9.308
P -2.150 -5.463 -8.193
C -3.655 -4.655 -8.941
C -4.209 -3.426 -8.136
C -5.400 -2.775 -8.870
C -6.598 -3.701 -8.795
C -2.677 -6.600 -6.834
C -3.602 -6.027 -5.681
C -3.436 -6.991 -4.516
C -2.361 -6.627 -3.448
C -1.111 -4.184 -7.360
C 0.469 -4.363 -7.304
C 0.945 -5.219 -6.080
C 0.772 -4.631 -4.719
H 1.062 -7.968 -10.451
H 2.022 -6.577 -10.917
H 1.707 -7.928 -12.083
H -0.839 -7.442 -11.720
H -0.123 -6.281 -12.665
H -1.563 -5.256 -11.177
H -0.067 -4.839 -10.638
H -0.171 -6.743 -8.764
H -1.455 -7.298 -9.619
H -4.354 -5.492 -8.948
H -3.373 -4.334 -9.944
H -3.504 -2.613 -7.962
H -4.624 -3.826 -7.211
H -5.131 -2.682 -9.922
H -5.686 -1.786 -8.514
H -7.509 -3.349 -9.279
H -6.878 -3.868 -7.755
H -6.252 -4.652 -9.200
H -1.773 -7.136 -6.544
H -3.237 -7.378 -7.353
H -4.661 -6.028 -5.938
H -3.377 -5.070 -5.212
H -3.173 -7.976 -4.901
H -4.330 -7.021 -3.892
H -1.511 -6.047 -3.807
H -1.950 -7.603 -3.194
H -2.716 -6.255 -2.487
H -1.669 -3.942 -6.455
H -1.338 -3.268 -7.906
H 0.898 -3.371 -7.165
H 0.757 -4.867 -8.227
H 2.011 -5.199 -6.307
H 0.632 -6.263 -6.098
H 1.233 -5.313 -4.004
H -0.269 -4.428 -4.466
H 1.294 -3.678 -4.627
C -4.644 -4.158 8.254
C -4.386 -5.182 7.117
C -3.019 -5.973 7.212
C -1.780 -5.123 7.610
P -0.293 -6.028 7.812
C 0.900 -4.722 8.356
C 2.320 -4.952 8.895
C 3.415 -4.793 7.848
C 4.815 -4.669 8.543
C -0.577 -7.220 9.180
C -1.021 -6.641 10.502
C -0.951 -7.557 11.678
C -1.699 -8.874 11.417
C 0.140 -7.023 6.292
C 1.401 -7.865 6.544
C 1.865 -8.653 5.245
C 2.309 -7.822 4.054
H -4.887 -4.637 9.202
H -5.567 -3.626 8.024
H -3.775 -3.548 8.500
H -4.510 -4.735 6.131
H -5.229 -5.862 7.244
H -2.809 -6.554 6.314
H -3.250 -6.715 7.977
H -2.000 -4.636 8.560
H -1.571 -4.306 6.920
H 0.342 -4.004 8.957
H 0.877 -4.055 7.494
H 2.486 -5.969 9.252
H 2.477 -4.227 9.694
H 3.121 -3.879 7.331
H 3.363 -5.488 7.010
H 5.613 -4.828 7.818
H 4.841 -5.493 9.257
H 4.963 -3.735 9.085
H 0.411 -7.636 9.376
H -1.180 -8.073 8.871
H -2.025 -6.239 10.361
H -0.449 -5.771 10.823
H -1.261 -7.067 12.600
H 0.086 -7.888 11.732
H -1.583 -9.588 12.232
H -1.385 -9.447 10.545
H -2.753 -8.624 11.294
H 0.284 -6.405 5.405
H -0.765 -7.581 6.052
H 1.121 -8.562 7.333
H 2.250 -7.343 6.986
H 1.094 -9.335 4.886
H 2.736 -9.204 5.600
H 3.026 -8.429 3.500
H 2.859 -6.962 4.436
H 1.477 -7.629 3.377
C 4.596 1.226 -9.638
C 3.914 2.613 -9.832
C 3.826 3.506 -8.616
C 5.149 4.231 -8.393
P 5.295 5.529 -7.108
C 5.026 4.813 -5.391
C 3.818 3.867 -5.223
C 3.211 3.811 -3.791
C 4.091 3.462 -2.588
C 3.862 6.577 -7.216
C 3.454 7.602 -6.096
C 2.227 8.390 -6.505
C 1.544 9.286 -5.413
C 6.904 6.367 -7.269
C 7.013 7.793 -6.693
C 7.319 7.896 -5.207
C 8.710 7.351 -4.751
H 3.972 0.542 -9.062
H 5.567 1.202 -9.143
H 4.759 0.746 -10.603
H 2.874 2.386 -10.065
H 4.369 3.094 -10.698
H 3.498 2.958 -7.733
H 3.008 4.160 -8.917
H 5.521 4.657 -9.324
H 5.858 3.450 -8.119
H 5.030 5.687 -4.740
H 5.929 4.230 -5.209
H 4.216 2.894 -5.509
H 2.970 4.067 -5.878
H 2.362 3.141 -3.929
H 2.862 4.837 -3.674
H 4.616 2.537 -2.827
H 3.554 3.289 -1.655
H 4.817 4.221 -2.300
H 3.016 5.922 -7.425
H 4.012 7.056 -8.183
H 4.126 8.458 -6.028
H 3.233 7.087 -5.161
H 1.496 7.706 -6.937
H 2.562 9.057 -7.299
H 0.681 8.894 -4.874
H 0.986 10.099 -5.877
H 2.303 9.625 -4.708
H 7.161 6.461 -8.325
H 7.676 5.706 -6.876
H 6.123 8.417 -6.773
H 7.787 8.310 -7.260
H 6.536 7.387 -4.644
H 7.268 8.963 -4.990
H 8.713 6.274 -4.585
H 8.868 7.881 -3.812
H 9.518 7.663 -5.413
O -1.800 -1.922 0.698
C -1.127 -1.256 1.570
O -0.365 -1.892 2.312
O -1.417 -0.050 1.692
H -2.262 -1.088 0.583
N -5.436 4.121 -5.041
S -4.140 3.686 -4.367
O -3.356 4.755 -3.678
O -3.342 2.609 -4.903
F -4.751 2.880 -3.101
S -4.679 5.114 -6.221
O -3.468 4.585 -6.907
O -4.713 6.550 -5.967
F -5.883 4.906 -7.265
```

- calculated total energy (Eh) = -5505.84532
- highest occupied orbital energy (eV) = -8.07
- Kohn-Sham gap (eV) = 5.4463
- total charge = +2

Mulliken atomic charge list, values in e, 5 entries: -1.401, -0.465, -0.395, -1.167, 1.016